Formula: C38H72NO28S7
Source: OMol25
Level of theory: ωB97M-V/def2-TZVPD

```
146
Properties=species:S:1:pos:R:3:forces:R:3:mulliken_charge:R:1
C 3.5864 -0.7900 3.3093 -5.560 -5.193 -6.912 -0.75
C 2.8585 -1.4954 2.3097 5.272 4.436 5.535 -0.13
N 2.2303 -2.1239 1.0491 3.247 1.151 1.597 0.54
C 2.9348 -2.6746 -0.0244 -2.251 0.730 1.522 0.54
C 4.5701 -2.7600 -0.1035 0.113 -0.575 0.486 -0.62
C 5.2228 -2.3088 -1.5380 0.790 0.680 -0.347 -0.80
C 4.2679 -1.3217 -2.4489 1.410 -1.010 -0.187 0.35
C 5.2465 -0.6600 -3.6002 -0.174 -0.952 -0.446 -0.67
C 4.5537 0.5382 -4.4785 0.428 0.678 -0.322 -0.80
C 3.2416 1.2387 -3.7887 0.717 1.452 -0.731 0.06
C 3.7086 2.1596 -2.4837 -0.260 -1.261 0.181 -0.78
C 2.4043 2.2341 -1.4801 1.088 1.001 -0.340 0.31
C 1.3367 3.3044 -2.1165 -0.114 0.281 0.847 -0.70
C -0.2042 3.0985 -1.5445 0.612 -0.382 -0.566 -0.09
C -0.8671 1.6382 -1.9685 -0.111 0.344 0.055 1.45
C -2.3321 1.4687 -1.2396 0.133 0.054 -0.197 -0.11
C -2.9265 -0.0726 -1.2709 -0.818 0.314 -0.607 -0.24
C -2.4895 -0.9253 -2.6033 0.192 -0.379 -0.011 1.08
C -3.1540 -2.4399 -2.5640 -0.926 0.737 -0.574 -0.37
C -2.6738 -3.4056 -3.7993 1.057 -0.307 0.022 -0.56
C -1.0494 -3.7949 -3.7442 -0.479 -0.098 0.176 0.23
C -0.1041 -2.7366 -4.5793 0.082 -0.556 -0.192 -0.30
C 1.7437 -3.1940 -1.0241 -2.424 0.127 0.042 0.27
C 0.3342 -2.5503 -0.3944 0.277 2.465 0.274 0.37
C 0.7178 -2.0865 1.1376 -2.174 -2.994 -0.784 -0.50
H 3.9903 -0.2949 4.3057 -1.139 -1.348 -2.612 0.39
H 4.8845 -3.8942 0.0954 -1.064 2.320 -0.368 0.31
H 5.0931 -2.1454 0.7709 -1.693 -1.178 -1.781 0.28
H 6.1929 -1.6654 -1.2736 -2.133 -1.465 -0.404 0.30
H 5.6430 -3.2399 -2.1541 -1.257 1.992 1.373 0.31
H 3.5077 -2.0114 -3.0111 1.075 1.626 1.210 0.03
H 3.7865 -0.5472 -1.7154 0.683 -1.327 -1.629 -0.02
H 5.4780 -1.5429 -4.3697 -0.400 1.826 1.762 0.30
H 6.2957 -0.3815 -3.1309 -2.304 -0.270 -0.874 0.36
H 5.3659 1.4004 -4.6052 -1.760 -1.808 0.257 0.23
H 4.3368 0.1630 -5.5902 0.264 0.711 2.573 0.33
H 2.8100 2.0194 -4.5784 0.808 -1.888 1.558 0.39
H 2.3657 0.5031 -3.5252 1.832 1.302 -0.399 -0.20
H 4.6173 1.6154 -1.9464 -1.872 1.050 -1.000 0.24
H 4.1277 3.2227 -2.8012 -1.171 -2.215 0.570 0.37
H 1.9819 1.1478 -1.3281 0.673 2.134 -0.359 -0.49
H 2.7907 2.6439 -0.4535 -0.942 -0.833 -1.717 0.40
H 1.6839 4.3886 -1.7639 -0.653 -2.299 -0.811 0.28
H 1.4171 3.2977 -3.2848 -0.439 -0.153 2.209 0.23
H -0.1699 3.2235 -0.3738 -0.185 -0.303 -2.321 -0.18
H -0.8566 3.9599 -1.9944 1.081 -1.666 0.954 0.33
H -0.1759 0.7311 -1.6632 -1.162 1.830 -0.386 -0.93
H -0.9603 1.5752 -3.1564 0.153 0.192 2.799 -0.35
H -3.0620 2.2452 -1.7725 1.408 -1.839 1.141 0.30
H -2.2785 1.7894 -0.1146 0.045 -0.509 -2.216 -0.34
H -2.6948 -0.6743 -0.2866 -0.207 1.271 -2.014 -0.24
H -4.1141 0.0432 -1.3034 2.501 -0.420 0.105 0.40
H -2.8067 -0.3149 -3.5728 0.547 -1.467 1.996 -0.19
H -1.3159 -1.0760 -2.6931 -2.343 0.507 0.351 -0.42
H -2.9850 -2.9047 -1.4997 -0.110 0.697 -2.074 -0.07
H -4.3333 -2.3017 -2.6712 2.453 -0.336 0.284 0.38
H -3.2317 -4.4549 -3.7683 0.809 2.428 -0.169 0.05
H -2.8292 -2.8442 -4.8375 -0.025 -1.355 2.239 0.22
H -0.8567 -4.8813 -4.1994 -0.603 2.377 0.972 0.30
H -0.7916 -3.8672 -2.5934 -0.219 0.209 -2.315 -0.26
H -0.7642 -2.0434 -5.2712 1.404 -1.492 1.383 0.13
H 0.6264 -3.4043 -5.2438 -1.469 1.793 1.351 0.35
H 0.5264 -2.0222 -3.8968 -1.165 -1.354 -1.233 -0.33
H 1.6804 -2.8055 -2.1266 1.132 -0.827 2.142 -0.24
H 1.5063 -4.3544 -1.0497 1.395 2.235 0.243 0.27
H 0.1154 -1.4926 -0.9024 0.373 -2.535 0.559 -0.76
H -0.6353 -3.2152 -0.4846 2.271 1.327 0.381 0.42
H 0.3149 -3.0037 1.7831 1.382 2.066 -0.824 0.12
H 0.1900 -1.1318 1.5983 1.799 -1.711 -1.344 0.32
C -0.5495 4.0111 3.9761 0.114 -0.534 0.726 -0.28
C -0.5621 2.6126 3.3647 0.622 0.291 -0.157 -0.19
O -1.8855 2.4359 2.8645 -0.555 0.843 -0.017 -0.21
S -2.4647 3.8805 2.3765 -0.456 0.207 0.092 0.93
O -2.2747 3.9831 0.9466 -0.464 0.127 1.753 -0.44
O -3.7391 4.1025 3.0191 1.612 -0.374 -1.175 -0.58
O -1.3455 4.8145 3.1065 -0.564 -0.653 -0.941 -0.25
H -1.0182 4.0130 4.9655 0.182 -0.025 -0.177 0.29
H 0.4619 4.4190 4.0527 -0.319 0.086 -0.156 0.23
H -0.3190 1.8368 4.0946 -0.315 0.087 -0.098 0.34
H 0.1303 2.5461 2.5188 0.048 0.011 0.062 0.16
C 1.5440 8.4210 6.8868 0.445 0.492 -0.449 -0.38
C 1.3286 8.0690 5.4173 -0.510 0.782 0.348 -0.06
O 1.7967 6.7291 5.2820 0.260 -0.873 1.088 -0.31
S 1.5295 5.9309 6.6791 0.204 0.413 0.191 1.09
O 0.2997 5.1824 6.5431 1.600 0.570 0.446 -0.50
O 2.7720 5.3322 7.1081 -1.723 0.342 -0.681 -0.57
O 1.2313 7.2335 7.6130 -0.162 -1.191 -0.665 -0.32
H 2.5911 8.6738 7.0821 -0.106 0.018 -0.045 0.32
H 0.9046 9.2462 7.2117 -0.001 -0.336 0.062 0.31
H 1.8721 8.7371 4.7450 -0.061 -0.572 0.380 0.24
H 0.2640 8.0823 5.1609 0.060 0.078 0.027 0.23
C -0.0458 9.3464 0.4067 -0.394 -0.684 -0.082 -0.30
C -1.1427 9.5177 1.4541 -0.396 0.348 -0.699 -0.35
O -0.4569 9.6142 2.7004 1.290 0.014 0.014 -0.28
S 0.9860 10.3347 2.4567 -0.255 0.780 -0.295 1.14
O 0.8502 11.7376 2.7803 0.571 -2.030 -0.265 -0.57
O 2.0174 9.4936 3.0182 -1.042 1.326 -0.821 -0.57
O 1.0236 10.1888 0.8334 -0.119 0.364 1.193 -0.31
H 0.3209 8.3150 0.3851 -0.092 0.066 -0.020 0.25
H -0.3815 9.6333 -0.5934 0.212 0.143 0.230 0.32
H -1.8439 8.6798 1.4638 0.250 0.074 0.231 0.34
H -1.6937 10.4512 1.2987 0.028 -0.121 -0.048 0.28
C -3.1159 -4.6393 3.7351 0.591 -0.513 0.184 -0.35
C -2.0593 -3.8008 4.4493 -0.448 -0.468 0.766 -0.23
O -1.6948 -2.7862 3.5163 -0.526 0.192 -1.307 -0.22
S -2.9938 -2.4155 2.6022 -0.794 0.375 0.801 0.99
O -3.6179 -1.2372 3.1620 0.913 -1.577 -1.260 -0.65
O -2.6193 -2.5223 1.2113 -0.106 0.314 1.353 -0.32
O -3.9049 -3.7090 2.9954 0.578 1.208 -0.207 -0.36
H -2.6546 -5.3341 3.0259 -0.028 0.002 0.094 0.29
H -3.7422 -5.1982 4.4355 -0.033 0.272 -0.203 0.34
H -1.1860 -4.3900 4.7391 -0.166 0.320 -0.233 0.22
H -2.4776 -3.3107 5.3348 0.076 -0.150 -0.054 0.24
C -3.2560 -7.2525 -2.0870 0.361 0.401 -0.270 -0.17
C -3.4714 -7.6045 -3.5565 -0.574 0.372 0.106 -0.26
O -3.0033 -8.9444 -3.6919 0.289 -0.320 0.981 -0.35
S -3.2705 -9.7426 -2.2948 -0.230 -0.807 -0.009 1.06
O -4.5003 -10.4911 -2.4308 1.835 0.893 0.397 -0.52
O -2.0280 -10.3413 -1.8658 -1.677 0.624 -0.636 -0.53
O -3.5687 -8.4400 -1.3609 -0.095 -0.629 -0.680 -0.33
H -2.2089 -6.9997 -1.8917 -0.053 0.039 -0.066 0.23
H -3.8954 -6.4274 -1.7622 -0.011 -0.301 0.064 0.31
H -2.9279 -6.9364 -4.2289 0.072 -0.310 0.062 0.25
H -4.5360 -7.5912 -3.8130 0.089 0.103 0.041 0.33
C 2.4095 -6.4715 5.9786 0.426 0.384 -0.312 -0.27
C 2.8869 -5.5319 7.0827 0.492 -0.609 0.121 -0.32
O 1.7117 -4.8679 7.5417 -1.022 -0.370 -0.573 -0.32
S 0.4413 -5.8811 7.4003 0.011 -0.428 0.948 1.02
O 0.2138 -6.5017 8.6865 -0.041 0.950 -2.053 -0.55
O -0.5982 -5.2093 6.6556 1.078 -0.727 1.058 -0.42
O 1.1527 -6.9772 6.4255 -0.340 0.631 0.790 -0.30
H 2.2446 -5.9281 5.0426 0.075 -0.019 0.049 0.22
H 3.1102 -7.2922 5.8033 -0.310 0.014 0.136 0.32
H 3.6235 -4.8087 6.7245 -0.320 0.049 0.095 0.31
H 3.3077 -6.0935 7.9234 0.029 0.031 -0.143 0.30
C -3.2485 1.0704 -7.9086 -0.374 -0.636 -0.084 -0.34
C -4.3454 1.2417 -6.8611 -0.351 0.378 -0.649 -0.37
O -3.6596 1.3383 -5.6149 1.219 0.009 -0.049 -0.35
S -2.2167 2.0588 -5.8586 -0.115 0.589 -0.022 1.21
O -2.3525 3.4616 -5.5349 0.562 -1.965 -0.287 -0.64
O -1.1854 1.2177 -5.2971 -1.168 1.060 -0.562 -0.45
O -2.1791 1.9128 -7.4819 -0.168 0.356 1.108 -0.34
H -2.8818 0.0391 -7.9302 -0.082 0.063 -0.025 0.26
H -3.5842 1.3574 -8.9087 0.215 0.136 0.224 0.32
H -5.0466 0.4039 -6.8515 0.241 0.084 0.227 0.35
H -4.8964 2.1753 -7.0166 0.020 -0.126 -0.055 0.28
```
Positions in Å, forces in eV/Å.

Electronic energy, eV: -175212.49180
Charge: +1